# 1
This record from OMol25 describes a single C3H2N2S2 molecule. The level of theory is ωB97M-V/def2-TZVPD.

```
9
Properties=species:S:1:pos:R:3
C 1.30 -0.04 0.79
C 1.45 0.26 -0.47
C -0.75 -0.44 -0.24
N 0.56 -0.87 -0.18
N -1.78 -1.07 0.17
S -1.25 1.22 -0.59
S -2.95 0.04 -0.18
H 1.23 0.25 1.86
H 2.20 0.63 -1.16
```

## Properties
- Lowest unoccupied orbital energy: -0.37 eV
- E_tot: -1021.22362 hartree
- Frontier orbital gap: 0.31223 Eh
- HOMO: -8.87 eV
- Multiplicity: 1

Atomic partial charges in e from the natural (NBO) method, atoms 1 to 5: number 1, C, carries -0.001; number 2, C, carries -0.099; number 3, C, carries 0.196; number 4, N, carries -0.437; number 5, N, carries -0.597

=====

# 2
This record from OMol25 describes a single C3H2N4O molecule. The level of theory is ωB97M-V/def2-TZVPD.

```
10
Properties=species:S:1:pos:R:3
C 0.87 -1.50 0.17
C 0.22 -0.27 -0.20
C -0.90 0.20 0.46
H 1.63 -1.97 -0.51
H -1.27 -0.55 1.29
N -1.45 1.40 0.30
N -0.92 2.15 -0.69
N 0.22 1.81 -1.22
N 0.78 0.63 -1.03
O 0.81 -1.90 1.44
```

## Properties
- Lowest unoccupied orbital energy: -2.04 eV
- E_tot: -409.62993 hartree
- Frontier orbital gap: 0.30882 Eh
- HOMO: -10.45 eV
- Multiplicity: 1

Atomic partial charges in e from the natural (NBO) method, atoms 1 to 5: number 1, C, carries 0.356; number 2, C, carries 0.013; number 3, C, carries 0.049; number 4, H, carries 0.184; number 5, H, carries 0.240

=====

# 3
This record from OMol25 describes a single C3H2N4O molecule. The level of theory is ωB97M-V/def2-TZVPD.

```
10
Properties=species:S:1:pos:R:3
N -0.28 -0.03 0.28
C 1.09 0.05 0.44
N -0.90 0.09 -0.99
C 1.82 0.68 -0.73
C -1.06 -0.62 1.30
O 1.71 -0.10 1.49
N 2.41 1.06 -1.66
N -1.82 -1.03 2.08
H -1.26 -0.82 -1.30
H -1.70 0.72 -0.91
```

## Properties
- Lowest unoccupied orbital energy: -0.58 eV
- E_tot: -409.70495 hartree
- Frontier orbital gap: 0.40346 Eh
- HOMO: -11.55 eV
- Multiplicity: 1

Atomic partial charges in e from the natural (NBO) method, atoms 1 to 5: number 1, N, carries -0.326; number 2, C, carries 0.611; number 3, N, carries -0.598; number 4, C, carries 0.171; number 5, C, carries 0.389

=====

# 4
This record from OMol25 describes a molecular structure, C3H2NO3. The level of theory is ωB97M-V/def2-TZVPD.

```
9
Properties=species:S:1:pos:R:3
C 0.18 1.45 -0.27
C 1.68 -0.48 0.70
C 0.66 0.11 -0.37
N -0.62 0.52 0.30
O 1.17 -0.47 1.83
O 0.28 2.63 -0.46
O 2.79 -0.81 0.31
H 0.27 -0.61 -1.53
H -0.59 0.31 1.30
```

## Properties
- Lowest unoccupied orbital energy: 4.13 eV
- E_tot: -395.99276 hartree
- Frontier orbital gap: 0.32887 Eh
- HOMO: -4.82 eV
- Net charge: -1
- Multiplicity: 1

Atomic partial charges in e from the natural (NBO) method, atoms 1 to 5: number 1, C, carries 0.660; number 2, C, carries 0.751; number 3, C, carries -0.224; number 4, N, carries -0.672; number 5, O, carries -0.765

=====

# 5
This record from OMol25 describes a gas-phase ion, C3H2NO3 (charge -1). The level of theory is ωB97M-V/def2-TZVPD.

```
9
Properties=species:S:1:pos:R:3
C 1.04 -0.61 0.41
C 3.28 0.18 -0.04
C 0.32 0.26 1.13
N -0.24 -1.02 0.39
O 2.75 1.26 -0.25
O 2.07 -1.02 -0.28
O 4.27 -0.39 0.27
H 0.25 1.30 0.83
H -0.66 -0.95 -0.48
```

## Properties
- Lowest unoccupied orbital energy: 4.28 eV
- E_tot: -395.94829 hartree
- Frontier orbital gap: 0.27672 Eh
- HOMO: -3.25 eV
- Net charge: -1
- Multiplicity: 1

Atomic partial charges in e from the natural (NBO) method, atoms 1 to 5: number 1, C, carries 0.545; number 2, C, carries 0.998; number 3, C, carries -0.407; number 4, N, carries -0.672; number 5, O, carries -0.699

=====

# 6
This record from OMol25 describes 2 unconnected molecules or ions with the total composition C3H2NO3. The level of theory is ωB97M-V/def2-TZVPD.

```
9
Properties=species:S:1:pos:R:3
C -0.76 -0.72 0.85
C 0.18 1.12 -1.18
C 0.13 -0.82 -0.21
N 0.57 -0.50 1.22
O 0.76 1.77 -0.31
O -1.86 -0.65 1.33
O -0.25 1.13 -2.29
H 0.43 -1.72 -0.77
H 0.81 0.40 1.37
```

## Properties
- Lowest unoccupied orbital energy: 4.21 eV
- E_tot: -395.98588 hartree
- Frontier orbital gap: 0.29196 Eh
- HOMO: -3.73 eV
- Net charge: -1
- Multiplicity: 1

Atomic partial charges in e from the natural (NBO) method, atoms 1 to 5: number 1, C, carries 0.624; number 2, C, carries 0.925; number 3, C, carries -0.415; number 4, N, carries -0.690; number 5, O, carries -0.707

=====

# 7
This record from OMol25 describes a gas-phase ion, C3H2NO3 (charge -1). The level of theory is ωB97M-V/def2-TZVPD.

```
9
Properties=species:S:1:pos:R:3
C 1.02 0.88 0.08
C -1.52 -0.40 0.03
C 0.92 -0.63 -0.19
N -0.31 -1.06 0.04
O 1.60 1.69 -0.61
O -1.93 0.34 -0.81
O 1.93 -1.34 -0.37
H 0.27 1.13 0.81
H -1.98 -0.61 1.01
```

## Properties
- Lowest unoccupied orbital energy: 4.17 eV
- E_tot: -396.03135 hartree
- Frontier orbital gap: 0.31818 Eh
- HOMO: -4.49 eV
- Net charge: -1
- Multiplicity: 1

Atomic partial charges in e from the natural (NBO) method, atoms 1 to 5: number 1, C, carries 0.370; number 2, C, carries 0.503; number 3, C, carries 0.516; number 4, N, carries -0.686; number 5, O, carries -0.531

=====

# 8
This record from OMol25 describes 2 unconnected molecules or ions with the total composition C3H2NO3S. The level of theory is ωB97M-V/def2-TZVPD.

```
10
Properties=species:S:1:pos:R:3
C -0.15 0.43 1.40
C 1.82 -0.44 -0.19
C 0.28 -0.28 0.14
N -0.22 1.04 0.26
O 2.19 -1.60 -0.36
O 2.40 0.64 -0.20
O -2.71 0.49 -0.45
S -2.56 -0.94 0.00
H -0.36 -1.06 -0.29
H -0.69 1.73 -0.30
```

## Properties
- Lowest unoccupied orbital energy (alpha / beta): 1.37 / 1.40 eV
- E_tot: -794.05766 hartree
- Frontier orbital gap (alpha / beta): 0.20655 / 0.20807 Eh
- HOMO (alpha / beta): -4.25 / -4.26 eV
- Net charge: -1
- Multiplicity: 1

Atomic partial charges in e from the natural (NBO) method, atoms 1 to 5: number 1, C, carries 0.100; number 2, C, carries 0.755; number 3, C, carries -0.292; number 4, N, carries -0.548; number 5, O, carries -0.755

=====

# 9
This record from OMol25 describes a gas-phase ion, C3H2NO4P (charge -2). The level of theory is ωB97M-V/def2-TZVPD.

```
11
Properties=species:S:1:pos:R:3
C -1.84 0.32 0.57
C -1.72 -0.25 -0.72
C 0.24 0.01 0.16
N -0.61 0.51 1.08
O 2.54 -1.27 0.89
O 2.29 -0.13 -1.40
O 2.60 1.22 0.68
O -0.44 -0.36 -1.00
P 2.11 -0.11 0.07
H -2.72 0.50 1.21
H -2.46 -0.43 -1.53
```

## Properties
- Lowest unoccupied orbital energy: 6.27 eV
- E_tot: -812.62233 hartree
- Frontier orbital gap: 0.19494 Eh
- HOMO: 0.96 eV
- Net charge: -2
- Multiplicity: 1

Atomic partial charges in e from the natural (NBO) method, atoms 1 to 5: number 1, C, carries -0.165; number 2, C, carries -0.017; number 3, C, carries 0.166; number 4, N, carries -0.518; number 5, O, carries -1.235

=====

# 10
This record from OMol25 describes 2 unconnected molecules or ions with the total composition C3H2NOS2. The level of theory is ωB97M-V/def2-TZVPD.

```
9
Properties=species:S:1:pos:R:3
C 0.44 0.25 1.05
C -0.49 -1.34 -0.10
C -0.63 -0.22 -0.94
N 0.06 -0.95 1.10
O -0.82 -2.49 -0.38
S -2.79 -0.06 0.45
S 0.15 1.14 -0.43
H 0.89 0.67 1.89
H -0.84 -0.29 -1.94
```

## Properties
- Lowest unoccupied orbital energy (alpha / beta): 3.12 / 3.12 eV
- E_tot: -1041.85184 hartree
- Frontier orbital gap (alpha / beta): 0.24456 / 0.24458 Eh
- HOMO (alpha / beta): -3.54 / -3.54 eV
- Net charge: -1
- Multiplicity: 1

Atomic partial charges in e from the natural (NBO) method, atoms 1 to 5: number 1, C, carries -0.057; number 2, C, carries 0.537; number 3, C, carries -0.516; number 4, N, carries -0.450; number 5, O, carries -0.644

=====

# 11
This record from OMol25 describes a single C3H2O molecule. The level of theory is ωB97M-V/def2-TZVPD.

```
6
Properties=species:S:1:pos:R:3
C -0.53 0.53 -1.50
C -0.17 -0.08 -0.14
C -0.43 -0.50 1.18
O -0.34 -0.68 2.32
H 0.59 0.73 -2.02
H 0.89 0.00 0.17
```

## Properties
- Lowest unoccupied orbital energy: -0.82 eV
- E_tot: -190.54777 hartree
- Frontier orbital gap: 0.29972 Eh
- HOMO: -8.97 eV
- Multiplicity: 1

Atomic partial charges in e from the natural (NBO) method, atoms 1 to 5: number 1, C, carries -0.111; number 2, C, carries -0.681; number 3, C, carries 0.807; number 4, O, carries -0.402; number 5, H, carries 0.126

=====

# 12
This record from OMol25 describes a single C3H2O2 molecule. The level of theory is ωB97M-V/def2-TZVPD.

```
7
Properties=species:S:1:pos:R:3
C 0.06 0.05 0.34
C 0.83 0.37 1.34
C -0.56 -0.13 -0.98
O 1.29 1.01 2.46
O -0.32 -1.19 -0.05
H -1.47 0.19 -1.29
H 0.16 -0.31 -1.82
```

## Properties
- Lowest unoccupied orbital energy: -0.85 eV
- E_tot: -265.80726 hartree
- Frontier orbital gap: 0.30693 Eh
- HOMO: -9.20 eV
- Multiplicity: 1

Atomic partial charges in e from the natural (NBO) method, atoms 1 to 5: number 1, C, carries -0.008; number 2, C, carries 0.561; number 3, C, carries -0.054; number 4, O, carries -0.483; number 5, O, carries -0.419

=====

Q: Which max |F| values were calculated for the entries above? A: 0.0602 0.1369 0.0532 0.0931 0.0640 0.1083 0.0867 0.0328 0.0721 0.0659 0.0679 0.1966, in Eh/bohr.
Q: Which energy relative to the best compared isomer or geometry (same formula, charge and spin) values were calculated for the entries above? A: 409.9 258.0 61.0 217.8 334.6 235.9 116.5 524.3 129.4 348.6 301.2 378.1, in kJ/mol.